Arrangement a

This record from OMol25 describes an isolated molecule of C2H3NO2. The level of theory is ωB97M-V with the def2-TZVPD basis set.

Its structure (SMILES) is C=NOC=O. As for the HOMO energy: -10.7 eV.

CARTESIAN COORDINATES (ANGSTROEM)
C 0.510 -0.835 -0.077
N 0.079 0.329 -0.010
O -1.316 0.577 -0.395
C -1.770 1.756 -0.167
O -2.736 2.162 -0.729
H 1.658 -0.867 0.122
H -0.183 -1.707 -0.305
H -1.100 2.220 0.531

Arrangement b

This record from OMol25 describes an isolated molecule of C2H3NO2. The level of theory is ωB97M-V with the def2-TZVPD basis set.

As for the HOMO energy: -9.4 eV.

CARTESIAN COORDINATES (ANGSTROEM)
C 0.016 -1.213 -0.087
C -0.496 0.034 -0.080
N 1.659 0.368 -0.206
O 0.386 1.018 0.087
O -1.796 0.359 -0.050
H -0.033 -2.171 -0.533
H 2.132 0.310 0.700
H -1.869 1.297 0.170

Arrangement c

This record from OMol25 describes an isolated molecule of C2H3NO2. The level of theory is ωB97M-V with the def2-TZVPD basis set.

Its structure (SMILES) is O=CNC=O. As for the HOMO energy: -10.7 eV.

CARTESIAN COORDINATES (ANGSTROEM)
O -2.293 0.357 -0.072
C -1.188 -0.051 -0.326
N -0.081 0.163 0.479
C 1.222 -0.147 0.091
O 2.172 0.542 0.357
H -0.940 -0.604 -1.250
H -0.175 0.836 1.232
H 1.317 -1.109 -0.437

It is arrangement c that is most stable; the runner-up trails by 62.1 kcal/mol.

Arrangement a

This record from OMol25 describes an isolated molecule of C2H3NO2. The level of theory is ωB97M-V with the def2-TZVPD basis set.

Its structure (SMILES) is C1=NCOO1. As for the HOMO energy: -9.6 eV.

CARTESIAN COORDINATES (ANGSTROEM)
C 0.675 -0.828 -0.530
N -0.587 -0.835 -0.270
C -0.729 0.470 0.373
O 0.510 1.164 0.439
O 1.442 0.230 -0.192
H 1.237 -1.631 -1.024
H -1.108 0.344 1.392
H -1.441 1.086 -0.187

Arrangement b

This record from OMol25 describes a cluster of 2 separate species, C2H3NO2 in total. The level of theory is ωB97M-V with the def2-TZVPD basis set.

As for the HOMO energy: -10.5 eV.

CARTESIAN COORDINATES (ANGSTROEM)
C -0.686 -0.379 0.162
C 1.785 0.112 -0.864
N -0.863 0.502 -0.709
O 2.349 0.175 0.133
O -0.433 -0.054 1.421
H -0.674 -1.410 0.053
H -0.321 0.911 1.355
H -1.157 0.143 -1.551

Arrangement c

This record from OMol25 describes an isolated molecule of C2H3NO2. The level of theory is ωB97M-V with the def2-TZVPD basis set.

Its structure (SMILES) is [H]/N=C/OC=O. As for the HOMO energy: -10.3 eV.

CARTESIAN COORDINATES (ANGSTROEM)
H 0.691 -2.046 -1.567
N 1.172 -1.303 -1.055
C 0.326 -0.568 -0.489
O 0.786 0.536 0.268
C -0.224 1.202 0.921
O -1.379 0.818 0.856
H -0.759 -0.656 -0.499
H -0.612 2.018 1.565

It is arrangement b that is most stable; the runner-up trails by 33.4 kcal/mol.

Arrangement a

This record from OMol25 describes an isolated molecule of C2H3NO2. The level of theory is ωB97M-V with the def2-TZVPD basis set.

Its structure (SMILES) is O=CNC=O. As for the HOMO energy: -10.3 eV.

CARTESIAN COORDINATES (ANGSTROEM)
O -0.132 -0.139 -1.476
C 0.823 0.039 -0.725
N 0.527 0.015 0.582
C -0.994 -0.123 0.487
O -1.588 -1.137 0.674
H 1.837 0.217 -1.098
H 1.191 0.199 1.333
H -1.448 0.855 0.276

Arrangement b

This record from OMol25 describes an isolated molecule of C2H3NO2. The level of theory is ωB97M-V with the def2-TZVPD basis set.

Its structure (SMILES) is [H]/N=C/OC=O. As for the HOMO energy: -10.7 eV.

CARTESIAN COORDINATES (ANGSTROEM)
H -0.330 -1.603 1.375
N -0.279 -0.933 0.623
C 0.651 -0.080 0.693
O 0.700 0.844 -0.286
C -0.454 0.616 -1.085
O -0.380 0.161 -2.176
H 1.451 0.034 1.426
H -1.360 0.962 -0.571

It is arrangement b that is most stable; the runner-up trails by 2.1 kcal/mol.

Arrangement a

This record from OMol25 describes an isolated molecule of C2H3NO2. The level of theory is ωB97M-V with the def2-TZVPD basis set.

Its structure (SMILES) is C=CON=O. As for the HOMO energy: -9.6 eV.

CARTESIAN COORDINATES (ANGSTROEM)
C -0.286 -0.408 -0.037
C 0.848 0.268 0.135
O 2.004 -0.412 -0.047
N 3.177 0.453 -0.028
O 4.205 -0.113 0.080
H -1.190 0.091 0.156
H -0.318 -1.461 -0.470
H 0.879 1.241 0.356

Arrangement b

This record from OMol25 describes an isolated molecule of C2H3NO2. The level of theory is ωB97M-V with the def2-TZVPD basis set.

Its structure (SMILES) is O=CNC=O. As for the HOMO energy: -10.5 eV.

CARTESIAN COORDINATES (ANGSTROEM)
O -0.473 1.794 -0.322
C 0.493 1.072 -0.261
N 0.456 -0.248 0.132
C -0.776 -0.896 0.309
O -0.984 -2.014 -0.080
H 1.520 1.358 -0.532
H 1.279 -0.798 -0.074
H -1.516 -0.269 0.828

Arrangement c

This record from OMol25 describes an isolated molecule of C2H3NO2. The level of theory is ωB97M-V with the def2-TZVPD basis set.

Its structure (SMILES) is [H]/N=C/OC=O. As for the HOMO energy: -10.2 eV.

CARTESIAN COORDINATES (ANGSTROEM)
H -2.625 -0.324 0.523
N -1.767 -0.866 0.537
C -0.804 -0.173 0.143
O 0.434 -0.768 0.089
C 1.493 -0.037 -0.285
O 1.438 1.151 -0.559
H -0.752 0.849 -0.189
H 2.583 0.168 -0.259

It is arrangement b that is most stable; the runner-up trails by 59.9 kcal/mol.

Arrangement a

This record from OMol25 describes an isolated molecule of C2H3NO2. The level of theory is ωB97M-V with the def2-TZVPD basis set.

As for the HOMO energy: -9.2 eV.

CARTESIAN COORDINATES (ANGSTROEM)
C -1.072 0.412 0.975
C -0.350 0.219 -0.199
N 2.000 0.176 -0.143
O 0.783 0.956 -0.259
O 1.797 -0.967 0.090
H -1.965 -0.215 0.890
H -0.165 -0.921 -0.320
H -1.029 0.341 -1.034

Arrangement b

This record from OMol25 describes an isolated molecule of C2H3NO2. The level of theory is ωB97M-V with the def2-TZVPD basis set.

Its structure (SMILES) is NC(=O)C=O. As for the HOMO energy: -9.7 eV.

CARTESIAN COORDINATES (ANGSTROEM)
N -1.390 -0.265 0.198
C -0.118 0.166 -0.014
O 0.143 1.355 0.152
C 1.367 -0.207 -0.252
O 2.119 -0.509 0.637
H -1.985 0.479 0.555
H -1.838 -1.140 -0.023
H 1.702 0.121 -1.253

It is arrangement b that is most stable; the runner-up trails by 140.3 kcal/mol.

Arrangement a

This record from OMol25 describes the ion C4H8NOS with charge -1. The level of theory is ωB97M-V with the def2-TZVPD basis set.

Its structure (SMILES) is CNC(=O)CC[S-]. As for the HOMO energy: -2.8 eV. The net charge is -1.

CARTESIAN COORDINATES (ANGSTROEM)
C 0.117 -2.324 0.706
N -0.362 -1.246 -0.145
C -1.193 -0.338 0.501
O -1.963 -0.593 1.418
C -0.932 1.061 0.081
C 0.588 1.455 0.134
S 1.628 1.071 -1.369
H 0.985 -2.049 1.336
H -0.630 -2.563 1.455
H 0.366 -3.143 0.037
H -0.031 -0.852 -1.013
H -1.227 1.152 -0.971
H -1.482 1.759 0.719
H 1.153 1.083 0.999
H 0.499 2.512 0.364

Arrangement b

This record from OMol25 describes a cluster of 2 separate species, C4H8NOS in total. The level of theory is ωB97M-V with the def2-TZVPD basis set.

As for the HOMO energy: -2.7 eV. The net charge is -1.

CARTESIAN COORDINATES (ANGSTROEM)
C -0.846 -1.185 -0.380
C 1.761 -1.069 -0.658
S 2.847 0.153 -0.314
C -1.864 -0.288 0.023
N -1.531 0.770 0.917
C -0.198 1.241 1.123
O -3.008 -0.250 -0.334
H 0.277 -0.918 -0.449
H -0.983 -2.240 -0.136
H 1.600 -1.260 -1.717
H 1.773 -1.951 -0.026
H -2.219 1.460 0.686
H 0.118 1.959 0.362
H -0.063 1.645 2.113
H 0.474 0.376 1.078

It is arrangement a that is most stable; the runner-up trails by 77.0 kcal/mol.